[1]
C3H8OS | ωB97M-V with the def2-TZVPD basis set

CARTESIAN COORDINATES (ANGSTROEM)
O: -2.251334 -1.519744 -1.437775
C: -1.473967 -1.847355 -2.308566
H: -1.608306 -1.524523 -3.415294
H: -0.498656 -2.395572 -2.144848
C: 1.093032 1.794900 1.855246
S: 1.534896 0.073116 1.506503
C: 0.256163 -0.243258 0.255242
H: 0.001499 1.786803 2.001437
H: 1.296199 2.453275 0.982206
H: 1.582131 2.229654 2.744609
H: 0.370191 -1.224495 -0.216016
H: -0.735955 -0.137072 0.711216
H: 0.434108 0.554273 -0.533960

Forces on atoms 1 to 6 (eV/Å):
-2.6 1.1 3.3
2.9 -1.0 -4.4
0.2 -0.3 1.1
-0.5 0.2 0.1
-0.5 0.4 -0.5
0.3 -0.1 0.2

## Properties
ΔE to the lowest compared entry with this formula, charge and spin ... 37.4 kJ/mol
⟨S²⟩ ... 0.753
Strongest force on any atom ... 5.41 eV/Å
HOMO (alpha / beta) ... 0.77 / -3.08 eV
Multiplicity ... 2
DFT total energy ... -592.45025 Ha
Gap between HOMO and LUMO (alpha / beta) ... 2.39 / 6.19 eV
Net charge ... -1

[2]
C3H8OS | ωB97M-V with the def2-TZVPD basis set

CARTESIAN COORDINATES (ANGSTROEM)
C: -0.078156 1.568780 0.989241
O: -1.036050 2.602875 0.916082
C: -0.275727 0.505726 -0.074520
C: 0.811622 -0.582287 0.002322
S: 0.394172 -2.095265 -0.940940
H: 0.932462 1.982006 0.933022
H: -0.085923 1.054845 1.961525
H: -1.790268 2.336650 1.443745
H: -1.208942 -0.059709 0.063742
H: -0.407524 0.855307 -1.099260
H: 0.965857 -0.920372 1.022397
H: 1.755296 -0.219694 -0.385374
H: -0.716845 -1.628271 -1.459358

Forces on atoms 1 to 6 (eV/Å):
0.3 -0.6 0.1
0.2 0.1 0.1
-0.3 -1.5 -0.2
-0.1 0.1 -0.3
0.6 -0.1 0.3
-0.2 0.3 -0.3

## Properties
ΔE to the lowest compared entry with this formula, charge and spin ... 28.9 kJ/mol
Strongest force on any atom ... 1.57 eV/Å
HOMO ... -9.12 eV
SMILES string ... OCCCS
Multiplicity ... 1
DFT total energy ... -592.50704 Ha
Gap between HOMO and LUMO ... 9.96 eV

[3]
C3H8OS2 | ωB97M-V with the def2-TZVPD basis set

CARTESIAN COORDINATES (ANGSTROEM)
S: -0.972034 0.413278 0.624594
S: -1.325484 1.113488 -1.242065
C: 0.792125 0.468568 0.196554
C: -0.082375 0.198558 -2.081155
C: 0.980475 -0.249502 -1.147325
H: 1.382415 0.032088 1.025104
H: 1.051195 1.542647 0.128134
H: 0.151515 0.965958 -2.843944
H: -0.623514 -0.624362 -2.586544
H: 0.888915 -1.332562 -0.937435
H: 1.969915 -0.079542 -1.613765
O: -1.722264 -1.033022 3.379154
H: -1.338464 -0.246732 2.928924
H: -1.152414 -1.168862 4.169774

Forces on atoms 1 to 6 (eV/Å):
0.6 -0.5 -0.1
-1.9 1.5 0.4
0.9 0.6 0.8
-1.5 -0.3 -2.1
1.1 -0.7 0.8
-0.3 0.1 -0.5

## Properties
ΔE to the lowest compared entry with this formula, charge and spin ... 21.2 kJ/mol
Strongest force on any atom ... 2.59 eV/Å
HOMO ... -8.13 eV
SMILES string ... C1CSSC1.O
Multiplicity ... 1
DFT total energy ... -990.70251 Ha
Gap between HOMO and LUMO ... 8.67 eV

[4]
C3H8OS2 | ωB97M-V with the def2-TZVPD basis set

CARTESIAN COORDINATES (ANGSTROEM)
S: 1.302144 0.942333 2.168948
S: -0.273735 -0.193965 2.715858
C: 1.067416 0.991167 0.415394
C: -0.302213 -1.086651 1.066073
C: 0.000000 0.000000 0.000000
H: 2.095539 0.889420 0.017842
H: 0.718138 2.016456 0.186874
H: -1.251011 -1.643555 0.943215
H: 0.525813 -1.820519 1.030586
H: 0.159699 -0.402571 -1.018765
H: -0.932377 0.596546 -0.016172
O: 5.938442 -2.580766 2.640273
H: 6.835713 -2.228742 2.838359
H: 5.360437 -1.784921 2.612012

Forces on atoms 1 to 6 (eV/Å):
1.3 0.2 1.4
-1.1 -1.0 -1.0
0.3 1.2 -0.6
1.3 -0.2 0.1
-1.8 -0.1 -0.1
-0.7 -0.3 -0.2

## Properties
ΔE to the lowest compared entry with this formula, charge and spin ... 21.0 kJ/mol
Strongest force on any atom ... 1.92 eV/Å
HOMO ... -7.87 eV
SMILES string ... C1CSSC1.O
Multiplicity ... 1
DFT total energy ... -990.70261 Ha
Gap between HOMO and LUMO ... 8.48 eV

> Among the records above, which one has the highest DFT total energy?

number 1

> Which formula does entry 2 have?

C3H8OS

> Look up the multiplicity of the fourth one.

1

> Which value of strongest force on any atom does entry 3 give?

2.59 eV/Å